(1)
Density functional theory data (wB97M-V/def2-TZVPD) for a cluster of 5 separate species, C20H17Cl6N3O6 in total in a non-equilibrium geometry.

XYZ file:
```
52
Properties=species:S:1:pos:R:3:nbo_charge:R:1
Cl -1.67 1.47 -0.92 0.04
Cl -1.01 6.32 -0.26 0.03
Cl 1.33 5.54 -1.81 -0.02
Cl 1.09 2.01 -1.04 -0.02
Cl -1.36 5.28 -2.93 0.03
Cl -0.37 2.46 1.52 0.03
O 1.82 -0.04 2.07 -0.34
O -1.27 5.31 -7.88 -0.37
O -1.89 3.91 -9.33 -0.39
O 0.18 -2.07 0.18 -0.36
O 2.64 -1.95 2.55 -0.42
O -0.95 -1.33 1.87 -0.40
N -1.40 4.19 -8.26 0.54
N -0.27 -2.17 1.30 0.53
N 2.06 -0.88 2.86 0.51
C -0.46 1.12 -5.65 -0.17
C -1.11 3.12 -7.30 0.01
C -0.31 3.44 -6.20 -0.17
C 0.47 0.57 5.91 -0.20
C -0.67 -3.61 3.26 -0.19
C -0.05 -5.94 3.21 -0.17
C 0.51 -5.80 1.90 -0.21
C 0.55 -0.53 6.71 -0.18
C 0.49 -4.55 1.32 -0.18
C -0.57 -4.85 3.92 -0.21
C -1.40 1.83 -7.66 -0.17
C -0.25 1.52 0.05 -0.30
C 1.48 -1.94 5.06 -0.20
C 0.96 0.44 4.58 -0.21
C 0.02 2.40 -5.32 -0.21
C 1.03 -1.76 6.31 -0.22
C 1.52 -0.75 4.24 0.09
C -0.10 -3.46 2.03 0.02
C -0.42 5.18 -1.45 -0.27
C -1.09 0.76 -6.80 -0.22
H 0.54 2.61 -4.43 0.23
H 1.93 -2.85 4.68 0.26
H -1.14 -2.76 3.78 0.25
H 0.85 -4.42 0.29 0.25
H 0.96 1.29 3.90 0.25
H 0.20 -0.45 7.71 0.21
H -0.04 1.43 6.31 0.23
H 0.02 -6.88 3.64 0.21
H -1.33 -0.25 -6.99 0.23
H 0.03 0.50 0.30 0.25
H -0.43 4.17 -1.04 0.23
H -1.83 1.67 -8.62 0.24
H -0.36 0.36 -4.85 0.22
H 1.00 -6.62 1.49 0.22
H 0.04 4.44 -6.15 0.25
H -1.02 -4.94 4.90 0.22
H 1.05 -2.53 7.05 0.22
```

Its maximum force is 0.080 hartree/bohr. As for the LUMO energy: -0.0302 Ha. As for the spin multiplicity: 1. The electronic energy is -4148.86954 a.u. The value obtained for the gap between HOMO and LUMO is 9.033 eV.

(2)
Density functional theory data (wB97M-V/def2-TZVPD) for the molecule C10H16ClF3O2 in a non-equilibrium geometry.

XYZ file:
```
32
Properties=species:S:1:pos:R:3:nbo_charge:R:1
Cl -2.34 2.74 -0.22 -0.07
F 2.29 2.69 -2.07 -0.35
F 2.90 0.52 -2.02 -0.34
F 4.25 2.20 -1.11 -0.33
O -0.11 -1.41 -0.97 -0.56
O -0.15 -0.44 1.20 -0.55
C 2.95 1.72 -1.27 0.99
C 1.51 -3.61 0.10 -0.62
C -1.90 1.21 0.66 -0.19
C 2.18 1.50 0.12 -0.49
C 0.36 -1.23 0.16 0.82
C -0.33 0.95 0.86 0.09
C -2.71 0.02 -0.02 -0.43
C 1.71 -2.06 0.50 -0.52
C 0.61 1.52 -0.28 -0.47
C -4.32 0.22 0.08 -0.63
H -4.61 1.25 0.43 0.22
H -2.41 0.00 -1.12 0.22
H 2.49 0.54 0.62 0.24
H 1.51 -4.28 1.03 0.21
H 2.40 2.44 0.72 0.24
H 0.39 2.64 -0.44 0.26
H -2.33 1.32 1.72 0.22
H 2.30 -3.96 -0.63 0.22
H -4.72 -0.61 0.75 0.21
H 2.62 -1.61 0.00 0.25
H -4.74 0.00 -0.96 0.22
H 1.81 -2.05 1.64 0.22
H 0.50 -3.80 -0.40 0.23
H -0.05 1.53 1.81 0.20
H 0.43 1.06 -1.31 0.26
H -2.50 -1.01 0.41 0.23
```

Its maximum force is 0.066 hartree/bohr. As for the LUMO energy: 0.0244 Ha. As for the spin multiplicity: 1. The electronic energy is -1300.85694 a.u. The value obtained for the gap between HOMO and LUMO is 11.250 eV.

(3)
Density functional theory data (wB97M-V/def2-TZVPD) for the molecule C22H25FN2O4.

XYZ file:
```
54
Properties=species:S:1:pos:R:3:nbo_charge:R:1
F 6.09 0.17 -1.24 -0.33
O -1.80 1.67 -2.82 -0.62
O -0.61 -0.44 2.43 -0.64
O -3.32 -1.75 -0.88 -0.55
O 2.00 -2.50 1.17 -0.54
N -0.05 -0.61 0.25 -0.45
N -2.42 0.97 -0.77 -0.62
C 4.14 0.25 0.07 -0.28
C 1.64 -2.83 2.49 -0.27
C 0.36 4.30 1.23 -0.18
C 4.74 0.12 -1.16 0.40
C 1.99 0.01 -1.00 0.02
C 2.63 -0.12 -2.23 -0.21
C -4.03 -2.02 0.30 -0.25
C -1.51 1.36 -1.68 0.70
C -0.06 1.41 -1.18 -0.34
C 0.07 2.20 0.08 0.01
C -3.78 0.66 -1.15 -0.26
C 0.24 3.58 0.05 -0.20
C 2.76 0.20 0.14 -0.18
C -0.23 0.09 1.40 0.65
C -3.89 -0.77 -1.71 -0.07
C -0.26 -2.05 0.26 -0.27
C 0.48 -0.03 -0.96 -0.05
C 0.12 2.28 2.49 -0.16
C 0.30 3.65 2.45 -0.22
C 0.00 1.55 1.31 -0.11
C 4.01 -0.06 -2.32 -0.29
C 1.06 -2.85 0.19 -0.07
H 1.56 -2.66 -0.76 0.19
H -2.10 0.58 0.11 0.41
H -0.78 -2.27 1.19 0.24
H 0.83 -2.19 2.86 0.20
H 4.74 0.39 0.96 0.23
H 0.13 -0.65 -1.80 0.22
H 1.34 -3.88 2.57 0.16
H -4.08 1.36 -1.92 0.24
H 2.53 -2.67 3.09 0.19
H 0.49 5.37 1.19 0.22
H 2.28 0.28 1.11 0.22
H -3.32 -0.82 -2.64 0.20
H 0.29 4.09 -0.90 0.22
H -3.59 -2.91 0.74 0.20
H 0.39 4.21 3.37 0.22
H -0.89 -2.33 -0.58 0.22
H -5.09 -2.20 0.09 0.17
H 0.80 -3.92 0.25 0.17
H -4.94 -1.00 -1.92 0.17
H -3.95 -1.20 1.03 0.17
H 4.52 -0.16 -3.27 0.23
H 0.52 1.87 -1.98 0.25
H -4.42 0.79 -0.27 0.20
H 2.05 -0.26 -3.13 0.21
H 0.06 1.75 3.43 0.24
```

Its maximum force is 0.013 hartree/bohr. As for the LUMO energy: 0.0154 Ha. As for the spin multiplicity: 1. The electronic energy is -1363.69679 a.u. The value obtained for the gap between HOMO and LUMO is 9.471 eV.

(4)
Density functional theory data (wB97M-V/def2-TZVPD) for a structure of composition C9H17N2OPb2 in a non-equilibrium geometry.

XYZ file:
```
31
Properties=species:S:1:pos:R:3:nbo_charge:R:1
Pb 2.71 3.05 3.51 1.40
Pb 0.83 4.98 0.47 1.37
O 1.11 2.55 1.51 -1.06
N 1.39 -1.82 -3.03 -0.26
N -2.62 -3.67 -0.62 -0.29
C -2.24 -3.25 0.41 0.26
C 2.58 0.17 -1.94 -0.50
C -2.28 -1.29 2.12 -0.39
C -3.50 -1.52 2.95 -0.60
C 1.91 -0.93 -2.58 0.24
C 1.17 1.79 -3.57 -0.64
C 2.48 1.44 -2.84 -0.37
C 0.62 1.31 1.13 -0.28
C -1.76 -2.67 1.71 -0.50
H 1.07 1.06 -4.37 0.25
H -4.12 -2.22 2.38 0.22
H -4.00 -0.57 3.16 0.21
H 3.27 1.39 -3.59 0.24
H 1.43 0.67 0.77 0.18
H -0.06 1.28 0.28 0.20
H 2.12 0.32 -0.96 0.20
H -3.25 -1.94 3.92 0.21
H 2.68 2.22 -2.10 0.16
H -1.59 -0.85 2.84 0.18
H -1.98 -3.41 2.49 0.25
H -2.44 -0.61 1.28 0.21
H -0.68 -2.68 1.59 0.24
H 0.23 1.82 -3.01 0.20
H 3.60 -0.13 -1.71 0.26
H 1.18 2.74 -4.11 0.22
H 0.12 0.75 1.92 0.19
```

Its expectation value of S² is 0.752. Its maximum force is 0.073 hartree/bohr. As for the LUMO energy (alpha / beta): -0.3954 / -0.3939 Ha. As for the spin multiplicity: 2. The electronic energy is -922.75878 a.u. The net charge is +2. The value obtained for the gap between HOMO and LUMO (alpha / beta) is 3.980 / 4.018 eV.

(5)
Density functional theory data (wB97M-V/def2-TZVPD) for a cluster of 2 separate species, C5H11O2 in total in a non-equilibrium geometry.

XYZ file:
```
18
Properties=species:S:1:pos:R:3:nbo_charge:R:1
O 1.50 1.32 0.11 -0.82
O 2.12 0.86 -1.96 -0.75
C 1.42 0.79 -1.03 0.76
C -2.18 0.13 3.09 -0.60
C 0.57 -1.59 -1.82 -0.61
C -2.58 -0.92 2.14 -0.65
C 0.14 -0.06 -1.30 -0.50
H 1.54 -1.53 -2.24 0.22
H -1.76 -1.12 1.43 0.25
H -2.51 1.17 2.65 0.19
H -0.45 -0.32 -0.38 0.17
H -0.48 0.54 -1.99 0.19
H -3.70 -0.70 2.05 0.22
H -2.54 -0.02 4.19 0.18
H -2.50 -1.77 2.83 0.19
H 0.46 -2.24 -1.00 0.18
H -1.20 0.34 3.40 0.22
H -0.09 -1.83 -2.55 0.18
```

Its maximum force is 0.123 hartree/bohr. As for the LUMO energy: 0.1285 Ha. As for the spin multiplicity: 1. The electronic energy is -347.56861 a.u. The net charge is -1. The value obtained for the gap between HOMO and LUMO is 7.094 eV.

(6)
Density functional theory data (wB97M-V/def2-TZVPD) for a structure of composition C19H18LuNOS in a non-equilibrium geometry.

XYZ file:
```
41
Properties=species:S:1:pos:R:3:nbo_charge:R:1
Lu -0.28 0.04 1.95 1.84
S -1.61 -0.08 4.51 -0.33
O -0.42 -0.07 -0.03 -0.86
N 0.53 -0.13 6.40 -0.46
C -0.17 -0.98 -2.25 0.19
C -0.35 -0.12 5.60 0.06
C -1.12 2.37 1.33 -0.38
C -0.18 1.12 -3.55 -0.10
C 0.32 -2.42 1.05 -0.33
C 0.80 -0.92 -4.48 -0.09
C 1.11 2.12 1.93 -0.40
C 0.63 1.08 -5.82 -0.07
C 0.22 2.33 0.84 -0.29
C 0.89 -2.13 3.26 -0.37
C 0.32 2.07 3.13 -0.40
C -0.52 -2.32 3.19 -0.30
C 1.42 -2.23 1.95 -0.34
C -1.06 2.21 2.74 -0.36
C 0.06 1.78 -4.74 -0.23
C 0.16 -0.27 -3.39 -0.11
C -1.07 -0.48 -1.20 -0.14
C -0.88 -2.48 1.82 -0.45
C 1.01 -0.27 -5.69 -0.24
H -0.21 2.83 -4.86 0.24
H 0.80 1.59 -6.77 0.24
H -1.21 -2.46 4.02 0.26
H 1.07 -1.97 -4.34 0.23
H 1.47 -2.10 4.19 0.25
H 0.29 -1.95 -2.07 0.22
H 0.42 -2.62 -0.02 0.19
H -1.66 0.34 -1.62 0.17
H 2.20 2.13 1.87 0.25
H 2.48 -2.22 1.68 0.23
H -1.90 2.27 3.42 0.27
H 0.74 2.01 4.14 0.27
H -1.90 -2.68 1.42 0.23
H -2.00 2.57 0.73 0.23
H -0.66 1.66 -2.72 0.24
H 0.53 2.50 -0.19 0.22
H -1.72 -1.30 -0.89 0.23
H 1.44 -0.82 -6.52 0.24
```

Its maximum force is 0.075 hartree/bohr. As for the LUMO energy (alpha / beta): -0.1405 / -0.1401 Ha. As for the spin multiplicity: 1. The electronic energy is -2498.40775 a.u. The value obtained for the gap between HOMO and LUMO (alpha / beta) is 2.685 / 2.700 eV.

(7)
Density functional theory data (wB97M-V/def2-TZVPD) for a cluster of 2 separate species, C4H12O in total in a non-equilibrium geometry.

XYZ file:
```
17
Properties=species:S:1:pos:R:3:nbo_charge:R:1
O 1.37 -1.48 1.40 -0.74
C -2.55 -0.23 -1.70 -0.61
C 2.14 0.34 0.48 -0.63
C -1.93 0.85 -0.75 -0.61
C 2.32 -0.47 1.79 -0.08
H 3.26 -1.01 1.88 0.19
H -1.49 1.66 -1.31 0.21
H 0.50 -1.35 1.43 0.46
H -3.64 -0.11 -1.77 0.20
H -2.41 -1.25 -1.38 0.21
H -2.70 1.21 -0.08 0.21
H -1.14 0.43 -0.18 0.20
H 2.21 0.06 2.76 0.17
H 1.08 0.10 0.13 0.21
H 2.83 0.00 -0.39 0.22
H -2.21 -0.22 -2.86 0.20
H 2.36 1.46 0.54 0.20
```

Its maximum force is 0.138 hartree/bohr. As for the LUMO energy: 0.0343 Ha. As for the spin multiplicity: 1. The electronic energy is -234.75704 a.u. The value obtained for the gap between HOMO and LUMO is 10.970 eV.

(8)
Density functional theory data (wB97M-V/def2-TZVPD) for a structure of composition CHCl2FS in a non-equilibrium geometry.

XYZ file:
```
6
Properties=species:S:1:pos:R:3:nbo_charge:R:1
Cl 0.27 1.77 -0.23 0.10
Cl 1.92 -0.09 1.07 0.14
S -1.07 -0.33 1.03 0.06
F -0.31 -0.68 -1.56 -0.58
C 0.33 0.35 0.70 -0.28
H -1.13 -1.02 -1.01 0.56
```

Its maximum force is 0.087 hartree/bohr. As for the LUMO energy: -0.0460 Ha. As for the spin multiplicity: 1. The electronic energy is -1457.08740 a.u. The value obtained for the gap between HOMO and LUMO is 8.432 eV.